{"formula": "C26H54CaCl3N5O4PSi", "method": "the ωB97M-V functional and the def2-TZVPD basis", "de_lowest_kj_mol": 53.8, "total_charge": -1, "orbital_gap_ev": 6.94, "total_energy_ha": -4287.2523, "homo_energy_ha": -0.169, "elements": ["H", "H", "H", "H", "H", "H", "H", "C", "H", "H", "H", "C", "C", "H", "C", "H", "H", "C", "H", "H", "Cl", "H", "H", "O", "H", "H", "C", "H", "H", "H", "C", "H", "O", "Si", "H", "H", "H", "H", "H", "H", "H", "Ca", "H", "C", "C", "H", "C", "Cl", "H", "H", "N", "C", "C", "H", "C", "H", "C", "C", "H", "H", "H", "C", "C", "H", "N", "Cl", "C", "C", "H", "H", "C", "P", "C", "H", "H", "H", "N", "C", "H", "O", "H", "H", "O", "H", "C", "C", "H", "H", "H", "C", "N", "C", "N", "H", "H"], "positions_angstrom": [[-1.06617, 3.76986, -5.00876], [0.18915, 3.15382, 5.51058], [-1.90414, 0.03957, 2.23112], [0.20881, -3.18515, 3.60920], [2.39809, -3.52583, -2.91534], [1.54139, 1.14642, -5.62452], [2.52619, -3.60271, 3.82305], [2.73390, -2.57826, 4.14086], [-0.32349, 3.06115, 0.80799], [-4.62236, -1.20797, 1.94228], [1.63139, -0.32699, 5.05434], [1.10944, 1.74430, -4.81040], [-0.28846, 2.47409, 4.80044], [-3.19861, 2.80979, 2.90959], [3.95152, -1.05167, -4.63605], [1.60362, -3.54538, -0.35973], [-0.14471, -3.37714, -0.04617], [3.94158, -3.16469, 1.05255], [-3.07492, 5.21245, -0.00686], [2.75924, 0.06632, -2.65461], [-1.33364, 1.95062, -2.61110], [1.35454, 0.42570, 3.46887], [3.80566, -2.36518, 4.00535], [1.82425, -1.51438, -1.75422], [3.65304, -1.47468, -5.60532], [-0.96981, 1.07744, 6.31970], [-0.95410, 1.95352, 2.53846], [-4.28131, 5.28048, 2.79602], [-4.87752, -0.11099, -1.36616], [2.50298, -2.49574, 5.21058], [0.79892, -3.80086, 0.34057], [4.86416, -3.09975, 1.64966], [-1.58809, -1.59553, -0.43174], [-0.70789, 1.24201, -4.55519], [3.31849, -3.97153, 1.45190], [-5.33605, 3.89094, 2.57304], [3.52245, -0.14361, -0.07330], [-2.47816, 2.82550, -5.55191], [1.17805, 2.79858, -5.11359], [1.72106, 1.62224, -3.90573], [5.03750, -1.17436, -4.51061], [0.06192, 0.11084, -0.95488], [4.17015, -3.55426, -3.19269], [-2.53996, -1.48574, 0.37858], [-4.47633, 4.41831, 2.13726], [0.16842, 3.68964, 3.04492], [-1.21774, 2.48276, 1.11766], [-0.26136, -0.76975, -3.71428], [-4.77167, 4.81084, 1.15161], [-0.00335, -4.73391, 2.74394], [3.22010, -1.90130, 1.07945], [-3.30030, 3.50037, 2.06436], [-1.75630, 0.26683, -5.87293], [-2.58426, 0.84380, -6.30092], [1.98875, -0.27593, 4.01795], [-2.88052, 3.73196, -0.98201], [-0.92484, 1.30898, 5.25145], [-1.49453, 0.42444, 4.32964], [-3.21017, -0.53539, -1.88753], [-0.99449, 2.84319, -6.53859], [4.09682, -0.02695, 1.59861], [-4.52694, -0.35915, 1.25120], [0.02279, -3.64183, 2.63025], [-1.97561, -0.50309, 4.65976], [-3.60963, -0.70796, 0.17031], [2.07970, 1.80768, -1.15036], [-0.28625, 2.77976, 3.43867], [-2.45982, 4.32050, -0.15359], [-1.44968, 4.63573, -0.44303], [-3.52251, 1.01126, -1.04215], [3.20739, -3.16743, -3.55825], [1.72526, -1.74440, 1.77320], [3.99658, -0.70960, 0.74092], [3.71196, 0.01720, -4.61541], [-2.55997, -2.04806, 1.33769], [-1.07130, 0.02522, -6.69840], [1.09202, -3.29511, 1.68745], [-1.47211, 0.72602, 2.96630], [-2.18131, -0.67204, -5.49609], [0.91195, -0.63324, 1.18874], [5.00032, -1.02487, 0.43094], [0.70790, -4.89548, 0.40098], [-1.43155, 1.49422, 0.23417], [-4.16754, 0.51984, 1.81359], [2.58408, -1.02171, -2.61687], [-3.81248, -0.04607, -1.11545], [-0.96847, -3.31771, 2.27409], [3.02530, 0.10080, 4.02089], [3.05725, -3.51281, -4.58727], [-1.38054, 2.84412, -5.50716], [1.88713, -1.61177, 3.44117], [-2.37866, 3.49242, 1.08703], [3.22184, -1.71260, -3.55950], [-5.50514, -0.11999, 0.81591], [4.21168, -3.41098, 0.01380]], "forces_ev_per_a": [[-0.04, 0.07, -0.18], [-0.13, -0.24, -0.14], [0.21, 0.48, 0.24], [-0.11, -0.14, -0.35], [0.16, 0.14, -0.17], [0.03, -0.04, 0.10], [0.04, 0.16, -0.05], [-0.18, 0.29, -0.02], [0.20, 0.21, 0.35], [-0.03, 0.21, -0.14], [0.08, 0.14, -0.15], [0.27, -0.28, 0.05], [0.02, -0.16, 0.00], [0.13, 0.30, -0.24], [0.00, 0.12, 0.41], [-0.22, 0.01, 0.20], [0.34, -0.14, 0.06], [0.05, 0.06, -0.08], [0.08, -0.07, -0.10], [-0.14, -0.22, 0.01], [-0.12, -0.21, -0.67], [0.10, -0.14, 0.07], [-0.09, -0.06, 0.00], [1.34, 0.31, -0.70], [0.01, 0.14, 0.25], [0.07, 0.12, -0.32], [-0.16, 0.30, -0.33], [-0.02, -0.16, -0.14], [0.14, -0.09, -0.01], [0.10, -0.08, -0.12], [-0.06, -0.11, -0.14], [-0.12, -0.07, -0.11], [-1.31, -0.26, 1.11], [-0.98, 2.06, -2.21], [0.20, 0.22, -0.12], [0.03, 0.15, -0.15], [0.12, -0.09, 0.23], [0.16, 0.17, 0.01], [-0.14, -0.28, 0.12], [-0.17, -0.06, -0.18], [-0.19, -0.03, -0.08], [-0.38, 0.38, 0.75], [-0.18, 0.00, -0.07], [0.71, 0.55, -1.07], [-0.52, 0.21, -0.04], [-0.10, -0.12, 0.24], [0.49, -0.07, 0.04], [0.39, -0.92, 0.73], [0.04, -0.14, 0.38], [-0.01, 0.14, -0.04], [-0.12, -0.48, 0.11], [0.52, 0.08, -0.29], [-0.28, -0.62, 0.24], [0.28, 0.04, 0.11], [-0.18, 0.13, 0.09], [0.20, 0.15, 0.16], [0.02, 0.02, 0.03], [0.15, 0.03, -0.16], [-0.11, 0.14, 0.24], [-0.05, -0.04, 0.16], [0.03, -0.15, -0.16], [0.22, -0.04, 0.05], [0.06, -0.04, 0.06], [0.24, 0.31, 0.01], [0.00, -0.49, 0.05], [0.25, 0.27, 0.07], [-0.33, -0.23, 0.37], [0.08, 0.16, -0.09], [-0.20, -0.07, -0.11], [0.09, -0.31, -0.02], [0.00, 0.16, -0.11], [-0.39, -0.06, 0.01], [-0.18, 0.32, -0.22], [0.05, -0.24, -0.07], [0.03, 0.28, -0.32], [-0.02, -0.07, 0.10], [-0.33, 0.25, 0.00], [-0.12, 0.26, 0.18], [0.22, 0.07, -0.17], [0.77, -0.63, 0.52], [-0.22, 0.07, 0.06], [0.03, 0.19, -0.06], [-0.16, -1.37, -0.75], [-0.08, -0.22, -0.29], [-1.08, 0.12, 0.89], [0.10, 0.41, 0.10], [0.21, -0.01, 0.02], [-0.14, -0.07, 0.00], [-0.04, -0.08, 0.21], [0.03, 0.35, 0.80], [0.17, 0.25, -0.14], [-0.41, -0.72, 1.07], [0.31, -0.67, -0.33], [0.21, -0.17, 0.16], [0.03, -0.03, 0.18]], "mulliken_charge": [0.331, 0.351, -0.412, 0.349, 0.189, 0.231, 0.326, -1.178, 0.372, 0.328, 0.389, -0.839, -0.737, 0.380, -0.868, 0.028, -0.059, -1.287, 0.516, 0.151, -0.266, 0.166, 0.227, -0.334, 0.295, 0.347, -0.083, 0.242, 0.425, 0.429, -0.477, 0.373, -0.755, 1.096, 0.417, 0.344, -0.029, 0.344, 0.380, 0.168, 0.317, 0.790, 0.278, -0.161, -1.596, 0.467, -0.053, -0.550, 0.401, 0.360, 0.749, 0.299, -1.237, 0.340, -0.996, 0.089, -0.698, -0.673, 0.290, 0.323, 0.220, -0.755, -0.747, 0.338, 0.370, -0.625, -0.689, -1.699, 0.328, 0.102, -0.923, -0.013, -0.823, 0.275, 0.280, 0.280, 0.101, 1.412, 0.306, 0.300, 0.416, 0.394, -0.022, 0.135, -0.238, -0.856, -0.013, 0.284, 0.368, -1.693, 0.381, 0.220, 0.369, 0.317, 0.297]}

=====

{"formula": "C25H37N4O22", "method": "the ωB97M-V functional and the def2-TZVPD basis", "total_charge": 1, "orbital_gap_ev": 10.27, "total_energy_ha": -2849.0014, "homo_energy_ha": -0.458, "elements": ["O", "O", "C", "H", "H", "C", "C", "H", "H", "H", "H", "H", "H", "C", "H", "H", "H", "C", "H", "O", "O", "H", "O", "H", "O", "O", "O", "O", "O", "C", "C", "C", "O", "O", "H", "N", "C", "H", "C", "O", "H", "C", "H", "H", "N", "C", "H", "N", "O", "H", "H", "C", "O", "H", "H", "C", "C", "H", "H", "H", "H", "H", "C", "C", "C", "O", "O", "O", "O", "C", "H", "H", "H", "C", "H", "C", "C", "O", "O", "N", "H", "C", "C", "H", "H", "H", "O", "C"], "positions_angstrom": [[-1.59736, -3.46024, 1.57916], [4.27072, -3.36186, 3.43891], [-0.80472, 4.16091, -7.10837], [-3.99108, -3.13866, 3.69682], [0.87066, 4.19585, 2.69523], [-1.01472, -3.12926, 2.75133], [-4.85870, -1.73021, -1.58121], [-1.94420, 0.64624, 5.48773], [0.03385, 1.21666, -3.08663], [1.79678, 2.25672, 1.61882], [-0.23362, 1.20458, -5.82689], [-6.42812, -1.52340, -3.06297], [-0.24785, 2.43839, -9.66587], [4.70811, 0.65165, 0.16761], [-4.36259, 2.17941, 6.57386], [5.25909, -1.96623, -0.51282], [6.13215, -4.20746, 3.16439], [-2.96921, 0.66804, 5.86637], [-2.20342, 4.36580, -9.89981], [-1.92126, -2.83702, 3.69776], [-7.09583, -1.93725, -1.13267], [6.86400, -1.85174, 0.26842], [-3.80846, -0.05831, 4.96873], [-2.82482, 2.83260, 5.97647], [-1.73878, 0.12458, -3.20251], [-4.99046, 0.55174, 3.14841], [-4.13625, 2.11665, 4.52847], [-0.62908, 4.48244, -5.97693], [-5.06270, -1.99905, -0.19002], [1.04564, -1.98975, -0.64685], [2.70651, -0.69431, -0.46735], [5.41188, -4.04645, 3.96892], [3.75060, -1.18276, 3.20581], [-1.50261, 4.88812, -8.01326], [4.92436, 1.72377, -0.01485], [1.47881, -2.09544, 0.59053], [-0.50357, 0.56549, -3.77338], [0.17725, -2.53262, -1.03150], [2.93491, 5.11973, 1.04885], [-0.32843, 3.01012, -7.66430], [0.11704, -0.30700, -3.99142], [5.91076, -3.08251, 5.00982], [4.33999, 0.58366, 1.21550], [2.19936, 3.86233, 3.82364], [3.67466, 0.17214, -0.75598], [2.50665, 3.05673, 1.82974], [-3.22612, -4.65605, 2.00412], [2.53303, -1.26676, 0.74332], [2.58535, 5.28315, 2.35398], [-3.58811, -3.25407, 0.98077], [3.73089, 0.52584, -1.70537], [-0.94013, 2.87867, -8.95073], [2.77141, 3.81997, 0.65880], [-3.41600, -1.71476, 2.81326], [-4.08679, -0.97966, -1.72304], [1.95326, 4.08014, 2.78585], [-3.20343, -2.75809, 3.05154], [3.06001, -1.14523, 1.62414], [5.13004, -5.00978, 4.38775], [-2.98815, 0.22398, 6.85980], [-1.17362, 2.33437, -4.83666], [5.44334, -3.23511, 5.98409], [-0.95455, 1.28086, -5.01680], [-2.64929, 0.04868, -4.21236], [-4.37303, 0.84382, 4.11998], [-6.86733, -2.65431, 0.99246], [-2.17039, 0.60406, -5.34905], [5.48677, -1.81802, 4.48651], [5.92911, -0.01549, -0.04439], [4.44574, -2.04811, 3.67273], [3.44302, 2.61700, 2.18493], [1.16356, -2.66415, 1.38787], [5.31073, -1.52622, 1.21002], [-6.39278, -2.23670, -0.01408], [-6.34372, -0.18052, -1.90790], [5.85682, -1.40782, 0.24811], [-3.56814, 2.05005, 5.83583], [0.17661, -3.10093, 2.91920], [3.32975, 5.98404, 0.34363], [1.78988, -1.12955, -1.38781], [-1.81567, 2.23180, -8.85994], [-1.30166, 4.29747, -9.29460], [-6.21332, -1.25760, -2.03071], [-0.49219, 4.82506, -9.80392], [-4.55058, -2.65367, -2.07744], [6.99141, -3.11328, 5.12831], [-3.72853, -0.44432, -4.10632], [-3.00316, -3.60162, 1.82841]], "forces_ev_per_a": [[0.56, 0.21, 0.40], [-0.07, 0.59, -0.09], [0.00, 0.19, 0.08], [0.19, 0.04, 0.15], [0.03, 0.00, -0.05], [-0.54, -0.05, 0.17], [0.56, 0.10, -0.26], [-0.04, 0.01, -0.03], [-0.18, -0.06, 0.12], [0.02, 0.07, -0.17], [-0.20, -0.04, -0.09], [-0.13, -0.09, 0.11], [0.11, -0.02, 0.19], [0.32, 0.24, -0.14], [0.00, -0.04, -0.04], [0.42, 0.43, 0.30], [-0.06, 0.07, -0.01], [0.32, -0.19, 0.36], [-0.05, 0.11, 0.18], [0.67, -0.18, -0.42], [0.38, -0.07, 0.30], [-0.40, 0.47, 0.13], [-0.04, 0.29, -0.10], [-0.09, 0.05, -0.18], [-0.24, -0.05, -0.25], [0.17, -0.06, 0.04], [0.07, -0.39, -0.02], [0.01, -0.16, -0.04], [-0.34, -0.03, -0.08], [0.24, 0.55, -1.31], [-0.21, -0.18, -0.67], [0.31, -0.60, 0.01], [0.07, 0.09, -0.16], [0.19, -0.27, 0.29], [-0.30, -0.67, -0.12], [-0.38, -0.59, 0.72], [0.45, -0.02, 0.13], [0.46, 0.18, 0.32], [0.11, 0.48, -0.11], [-0.19, 0.41, 0.04], [-0.06, -0.01, 0.02], [0.38, -0.27, 0.48], [0.22, -0.32, -0.49], [0.09, 0.19, -0.03], [0.52, 0.93, 0.16], [-0.01, -0.54, 0.03], [0.14, 0.02, 0.03], [0.37, 0.73, -1.15], [0.06, -0.32, -0.33], [0.20, 0.05, -0.01], [-0.24, -0.27, 0.23], [0.00, -0.50, -0.34], [-0.03, 0.12, 0.19], [0.02, -0.04, 0.04], [-0.01, -0.05, 0.18], [-0.24, 0.02, 0.42], [-0.70, 0.30, 0.07], [-0.32, -0.37, 0.17], [-0.23, 0.09, -0.10], [-0.10, -0.14, -0.12], [0.01, -0.04, -0.02], [-0.04, 0.06, -0.06], [0.37, 0.45, -0.22], [-0.15, 0.03, -0.20], [-0.27, 0.06, -0.25], [0.18, -0.04, -0.05], [-0.08, -0.28, 0.47], [-0.51, 0.07, -0.39], [-0.24, -0.16, 0.27], [0.20, -0.27, 0.32], [-0.01, 0.07, 0.06], [-0.43, 0.02, 0.08], [0.65, -0.18, -0.30], [-0.38, -0.04, 0.21], [0.02, -0.04, 0.05], [-0.81, -0.32, -0.05], [0.05, 0.36, 0.35], [0.26, 0.15, -0.27], [-0.02, -0.15, 0.03], [-0.13, -0.59, 2.11], [0.00, 0.05, 0.04], [-0.09, 0.19, -0.52], [-0.12, 0.26, -0.45], [0.00, -0.02, 0.05], [-0.06, 0.02, 0.00], [-0.04, 0.25, -0.07], [0.09, 0.00, 0.09], [-0.74, -0.35, -0.37]], "mulliken_charge": [-0.339, -0.258, 0.673, 0.430, 0.254, 0.722, -0.050, 0.237, 0.249, 0.239, 0.322, 0.305, 0.298, -0.294, 0.262, 0.220, 0.258, -0.302, 0.310, -0.320, -0.355, 0.346, -0.274, 0.299, -0.273, -0.500, -0.326, -0.528, -0.265, -0.157, 0.147, -0.296, -0.682, -0.317, 0.334, -0.065, -0.329, 0.503, 0.580, -0.275, 0.231, -0.377, 0.156, 0.318, -0.045, -0.078, 0.274, 0.555, -0.324, -0.116, 0.237, -0.294, -0.296, 0.048, 0.106, -0.337, -0.167, 0.366, 0.311, 0.308, 0.169, 0.282, -0.142, 0.604, 0.666, -0.511, -0.334, -0.316, -0.432, 0.570, 0.130, 0.292, -0.303, 0.569, 0.284, -0.040, -0.343, -0.725, -0.500, -0.536, 0.258, -0.365, -0.354, 0.263, 0.224, 0.311, -0.516, 0.134]}

=====

- What is the formula in the second record?
  C25H37N4O22